# 1
DFT (the ωB97M-V functional and the def2-TZVPD basis) results for a gas-phase ion, C3HBr2O2 (charge -1) in a non-equilibrium geometry.

- E_tot: -5413.48151 a.u.
- SMILES: O=C([O-])/C(Br)=C/Br
- ΔE to the lowest compared entry with this formula, charge and spin: 0.000 eV
- Total charge: -1

Positions of all 8 atoms, in Å:
C 0.55 -0.97 0.20
C -0.43 -0.13 -0.04
C 0.01 1.32 -0.54
O -0.96 2.04 -0.68
O 1.24 1.44 -0.56
Br 0.22 -2.66 1.17
Br -2.19 -0.41 0.34
H 1.56 -0.65 0.11

Let us look at the Löwdin charges, expressed in e, one per atom: -0.570 -0.782 -0.794 -0.071 -0.051 0.485 0.740 0.043

=====

# 2
DFT (the ωB97M-V functional and the def2-TZVPD basis) results for 3 unconnected molecules or ions with the total composition C3H11O3S2 in a non-equilibrium geometry.

- E_tot: -1143.04744 a.u.
- ΔE to the lowest compared entry with this formula, charge and spin: 0.892 eV
- Total charge: -1

Positions of all 19 atoms, in Å:
C 0.96 -0.26 1.46
C 1.57 0.34 0.22
O 2.45 -0.50 -0.52
C -0.46 -0.84 1.40
S -1.70 0.37 0.77
S -2.96 -0.62 -0.46
H 0.94 0.45 2.29
H 1.57 -1.05 1.89
H 0.84 0.76 -0.46
H 2.14 1.21 0.52
H -0.77 -1.10 2.39
H -0.63 -1.72 0.77
H -0.44 -0.42 -2.05
H -1.55 -1.32 -2.40
H 2.22 -1.43 -0.36
O -0.69 -1.02 -2.76
H -0.71 2.39 -0.31
H -1.77 2.06 -1.24
O -1.03 2.69 -1.15

Let us look at the Löwdin charges, expressed in e, one per atom: -0.262 -0.283 -0.076 -0.551 0.209 -0.155 0.104 0.103 0.074 0.107 0.039 0.046 -0.021 -0.066 0.081 -0.141 -0.062 -0.021 -0.127

=====

# 3
DFT (the ωB97M-V functional and the def2-TZVPD basis) results for 2 unconnected molecules or ions with the total composition C2H7N2.

- E_tot: -189.62669 a.u.
- ΔE to the lowest compared entry with this formula, charge and spin: 1.461 eV
- Total charge: +1

Positions of all 11 atoms, in Å:
C 0.07 -2.14 -0.26
N -0.32 -1.06 -0.78
H 0.35 -2.15 0.79
H 0.13 -3.05 -0.84
H -0.59 -1.10 -1.76
H -0.41 -0.08 -0.20
C 0.48 2.07 0.43
N -0.41 1.19 0.59
H 1.22 1.94 -0.35
H 0.55 2.98 1.03
H -1.06 1.40 1.35

Let us look at the Löwdin charges, expressed in e, one per atom: 0.111 0.139 0.114 0.114 0.142 0.064 0.001 0.029 0.089 0.096 0.100

=====

# 4
DFT (the ωB97M-V functional and the def2-TZVPD basis) results for a molecular structure, C36H36BeN8O16 in a non-equilibrium geometry.

- E_tot: -3049.89353 a.u.
- Total charge: -2

Positions of all 97 atoms, in Å:
Be 1.98 1.01 2.32
C 0.27 0.02 -0.89
C 0.74 0.27 0.37
C 0.29 -0.44 1.70
O 1.07 -0.22 2.66
C -0.79 -1.33 1.54
C -1.14 -1.78 0.25
C -0.72 -0.95 -1.06
O -1.36 -1.18 -2.05
O -1.95 -2.66 0.03
O 1.69 1.13 0.72
H 0.66 0.62 -1.68
H -1.28 -1.85 2.36
C 4.89 2.44 3.94
C 4.97 3.68 4.63
C 3.54 4.36 5.25
O 3.52 5.10 6.26
C 2.32 3.91 4.55
C 2.47 2.83 3.78
C 3.68 2.12 3.41
O 3.48 1.08 2.69
O 1.44 2.36 3.07
O 6.01 4.34 4.76
H 5.87 2.01 3.70
H 1.32 4.29 4.60
N 2.46 -3.22 -0.69
C 2.67 -3.23 0.63
C 3.34 -2.25 1.36
C 3.94 -1.27 0.67
C 3.88 -1.31 -0.72
C 3.12 -2.21 -1.37
H 2.20 -4.09 1.14
H 3.28 -2.24 2.40
H 4.34 -0.38 1.12
H 4.34 -0.44 -1.28
H 2.88 -2.35 -2.40
N -3.96 2.78 3.47
C -2.64 2.93 3.18
C -2.05 2.44 2.01
C -2.88 1.64 1.16
C -4.20 1.46 1.46
C -4.67 2.07 2.61
H -2.10 3.52 3.97
H -1.01 2.66 1.76
H -2.45 1.09 0.33
H -4.86 0.85 0.79
H -5.77 1.98 2.76
N -0.88 3.37 -2.08
C -1.09 4.12 -3.19
C -0.12 4.64 -4.01
C 1.22 4.33 -3.72
C 1.45 3.58 -2.58
C 0.41 3.13 -1.80
H -2.16 4.32 -3.37
H -0.37 5.10 -4.92
H 2.05 4.65 -4.25
H 2.46 3.31 -2.32
H 0.59 2.56 -0.93
N 2.47 -0.98 -6.38
C 3.64 -0.40 -6.54
C 4.12 0.62 -5.75
C 3.33 1.07 -4.66
C 2.22 0.36 -4.41
C 1.81 -0.65 -5.22
H 4.19 -0.80 -7.37
H 5.01 1.20 -6.06
H 3.64 1.93 -4.02
H 1.47 0.64 -3.66
H 0.94 -1.28 -5.06
C -4.89 -3.85 0.95
N -6.07 -3.84 0.02
O -6.19 -4.88 -0.65
O -6.78 -2.83 0.00
H -4.96 -4.86 1.40
H -4.95 -3.08 1.71
H -3.95 -3.72 0.36
C -0.23 -5.16 -2.01
N -0.40 -6.30 -2.91
O -0.76 -6.03 -4.06
O -0.17 -7.44 -2.57
H -1.20 -4.64 -2.03
H 0.58 -4.46 -2.35
H 0.04 -5.47 -0.97
C -0.79 0.86 5.93
N -0.88 -0.60 6.03
O -1.92 -0.97 5.53
O 0.11 -1.22 6.30
H -0.71 1.12 4.90
H 0.07 1.27 6.47
H -1.80 1.27 6.19
C -4.25 -1.49 -2.09
N -5.44 -1.86 -2.90
O -6.17 -0.95 -3.32
O -5.63 -3.04 -3.10
H -3.39 -1.52 -2.75
H -4.18 -2.24 -1.36
H -4.36 -0.49 -1.71

Let us look at the Löwdin charges, expressed in e, one per atom: -0.012 -0.002 -0.221 -0.265 0.040 0.025 -0.353 -0.370 0.046 0.002 -0.024 0.073 0.110 0.016 -0.308 -0.267 -0.001 0.020 -0.292 -0.298 0.002 -0.038 -0.004 0.122 0.106 0.059 -0.152 -0.065 -0.079 -0.084 -0.143 0.106 0.098 0.098 0.123 0.087 0.036 -0.152 -0.035 -0.067 -0.095 -0.204 0.115 0.100 0.101 0.117 0.106 0.088 -0.156 -0.078 -0.068 -0.077 -0.142 0.105 0.079 0.080 0.099 0.067 0.055 -0.194 -0.071 -0.080 -0.108 -0.122 0.089 0.100 0.112 0.098 0.116 0.033 -0.425 0.032 0.043 0.103 0.094 0.081 0.022 -0.457 0.032 0.046 0.103 0.099 0.108 0.025 -0.458 0.043 0.085 0.072 0.107 0.109 0.052 -0.426 0.030 0.048 0.089 0.050 0.095

=====

# 5
DFT (the ωB97M-V functional and the def2-TZVPD basis) results for a molecular structure, C18H23AuN5S2.

- E_tot: -1905.38657 a.u.
- ΔE to the lowest compared entry with this formula, charge and spin: 0.000 eV
- Total charge: +1

Positions of all 49 atoms, in Å:
Au -0.28 0.87 -0.06
C 0.60 1.34 6.36
C 0.41 1.21 4.88
C 0.57 2.30 4.03
C 0.39 2.13 2.67
N 0.05 0.96 2.13
C -0.11 -0.09 2.94
C 0.07 -0.01 4.30
H 0.89 2.35 6.65
H 1.37 0.64 6.71
H -0.32 1.08 6.88
H 0.83 3.27 4.41
H 0.52 2.96 1.98
H -0.39 -1.02 2.46
H -0.07 -0.89 4.91
C 3.54 3.90 -2.52
C 3.07 2.95 -1.47
C 3.76 2.30 -0.46
C 2.82 1.49 0.19
N 1.63 1.67 -0.39
N 1.80 2.56 -1.38
C 3.04 0.55 1.33
H 4.62 3.99 -2.48
H 3.10 4.89 -2.36
H 3.26 3.56 -3.51
H 4.81 2.38 -0.24
H 1.04 2.61 -2.06
H 4.05 0.15 1.26
H 2.34 -0.28 1.29
H 2.94 1.05 2.29
N -3.57 -2.23 -0.37
C -2.65 -1.36 -0.80
S -2.36 -0.02 0.29
N -2.07 -1.50 -1.96
C -2.37 -2.56 -2.87
C -3.57 -2.56 -3.57
C -3.85 -3.59 -4.45
C -2.93 -4.61 -4.65
C -1.73 -4.60 -3.95
C -1.44 -3.58 -3.06
H -3.96 -2.13 0.55
H -3.91 -2.96 -0.99
H -1.47 -0.70 -2.26
H -4.27 -1.74 -3.43
H -4.78 -3.59 -5.00
H -3.15 -5.40 -5.34
H -1.00 -5.39 -4.11
H -0.51 -3.55 -2.52
S -0.75 1.20 -2.27

Let us look at the Löwdin charges, expressed in e, one per atom: 0.633 -0.026 -0.241 0.000 -0.128 -0.116 -0.145 0.000 0.084 0.095 0.096 0.124 0.118 0.102 0.127 -0.002 -0.274 0.033 -0.317 -0.127 0.011 -0.024 0.087 0.091 0.091 0.121 0.016 0.091 0.067 0.079 0.135 -0.769 0.636 0.028 -0.251 -0.026 -0.063 -0.069 -0.064 -0.011 0.103 0.117 -0.084 0.126 0.112 0.111 0.111 0.120 0.069

=====

# 6
DFT (the ωB97M-V functional and the def2-TZVPD basis) results for a molecular structure, CH7Na7O7 in a non-equilibrium geometry.

- E_tot: -1703.69196 a.u.
- ΔE to the lowest compared entry with this formula, charge and spin: 1.494 eV
- Total charge: +4

Positions of all 22 atoms, in Å:
Na 0.36 -1.89 -3.54
Na 0.40 -3.00 -0.37
Na 1.18 1.23 -3.10
Na 3.29 -0.81 -1.53
Na 1.65 2.49 -0.12
Na -1.99 2.42 0.44
Na -1.92 0.68 -2.84
O 1.08 4.16 -1.57
H 0.68 3.40 -2.01
C 0.05 0.03 -0.56
O -0.39 1.16 -0.99
O 0.84 -0.54 -1.42
O -0.28 -0.53 0.50
O -3.27 -1.09 0.53
H -3.34 -1.89 0.00
H -2.33 -0.87 0.58
O -0.20 0.52 3.49
H -0.51 0.42 2.58
H 0.04 -0.36 3.80
O 1.50 -2.23 2.00
H 2.17 -1.76 2.53
H 1.00 -1.52 1.57

Let us look at the Löwdin charges, expressed in e, one per atom: 0.879 0.799 0.736 0.870 0.688 0.875 0.868 -0.351 -0.207 -0.890 -0.144 -0.206 0.012 -0.012 0.051 -0.019 -0.022 -0.019 0.055 -0.025 0.086 -0.026